[1]
Formula: C3H6O2
Source: the OMol25 dataset
Level of theory: the ωB97M-V functional and the def2-TZVPD basis

## Properties
Frontier orbital gap in eV: 10.2
SMILES string: COCC=O
HOMO energy in eV: -9.4

Each line ends with the natural charge from an NBO analysis.
Cartesian coordinates (Å):
1 C -1.64 0.70 0.44  -0.243
2 O -0.65 0.17 -0.45  -0.524
3 C 0.53 -0.32 0.07  -0.061
4 C 1.68 -0.44 -0.81  0.326
5 O 2.83 -0.31 -0.42  -0.566
6 H -2.41 -0.05 0.65  0.182
7 H -1.21 1.07 1.38  0.177
8 H -2.12 1.55 -0.07  0.199
9 H 0.88 -1.57 -0.08  0.188
10 H 0.72 0.02 1.10  0.200
11 H 1.37 -0.81 -1.81  0.122

[2]
Formula: C5H13NO
Source: the OMol25 dataset
Level of theory: the ωB97M-V functional and the def2-TZVPD basis

## Properties
Frontier orbital gap in eV: 9.8
SMILES string: C1CCNCC1.O
HOMO energy in eV: -9.0

Each line ends with the natural charge from an NBO analysis.
Cartesian coordinates (Å):
1 C 0.74 -0.55 -1.80  -0.400
2 C -0.71 -0.89 -1.25  -0.408
3 C -1.39 0.31 -0.70  -0.234
4 N -0.72 0.82 0.43  -0.634
5 C 0.60 1.34 -0.05  -0.227
6 C 1.48 0.23 -0.70  -0.408
7 H 0.69 0.17 -2.65  0.192
8 H 1.33 -1.42 -2.14  0.213
9 H -0.68 -1.76 -0.56  0.212
10 H -1.29 -1.19 -2.14  0.206
11 H -2.33 -0.05 -0.23  0.199
12 H -1.66 1.02 -1.50  0.160
13 H -1.31 1.50 0.92  0.364
14 H 1.18 1.81 0.77  0.202
15 H 0.37 2.13 -0.79  0.159
16 H 2.40 0.72 -1.07  0.207
17 H 1.78 -0.51 0.07  0.200
18 O -0.04 -1.61 4.53  -0.944
19 H -0.19 -1.18 3.66  0.475
20 H -0.24 -0.91 5.19  0.468

[3]
Formula: C5H10ClO3P
Source: the OMol25 dataset
Level of theory: the ωB97M-V functional and the def2-TZVPD basis

## Properties
Frontier orbital gap in eV: 8.2
HOMO energy in eV: -7.5

Each line ends with the natural charge from an NBO analysis.
Cartesian coordinates (Å):
1 C 1.00 -0.80 0.30  1.002
2 C 2.74 -2.41 0.17  -0.244
3 C -0.46 1.95 1.14  -0.969
4 C -0.95 1.00 -1.68  -1.046
5 C -2.78 0.23 0.73  -0.932
6 O 1.79 0.09 0.45  -0.640
7 O -0.35 -0.73 0.24  -0.750
8 O 1.35 -2.09 0.11  -0.492
9 P -1.27 0.71 0.08  1.774
10 Cl -3.18 -1.19 -0.15  -0.056
11 H 2.89 -3.42 -0.14  0.199
12 H 3.11 -2.23 1.12  0.186
13 H 3.34 -1.80 -0.42  0.189
14 H -1.17 2.66 1.51  0.257
15 H 0.13 1.38 1.80  0.270
16 H 0.17 2.67 0.61  0.252
17 H -1.47 0.31 -2.38  0.277
18 H -1.44 1.82 -2.11  0.255
19 H 0.09 0.96 -1.96  0.254
20 H -3.53 0.90 0.60  0.213

[4]
Formula: C36H47AsGeO6PdSSb
Source: the OMol25 dataset
Level of theory: the ωB97M-V functional and the def2-TZVPD basis

## Properties
Spin multiplicity: 2
Frontier orbital gap (alpha / beta) in eV: 7.1 / 7.0
HOMO energy (alpha / beta) in eV: -7.7 / -8.5
Expectation value of S²: 0.75

Each line ends with the Mulliken spin population.
Cartesian coordinates (Å):
1 Pd -0.52 0.55 -1.44  -0.008
2 O -2.64 -1.97 0.97  0.018
3 As -1.43 -2.04 -0.29  -0.072
4 O -0.69 -3.48 -0.35  0.002
5 O -0.31 -0.78 0.12  0.014
6 C -2.41 -1.68 -1.94  0.010
7 C -2.26 -2.72 -2.86  -0.002
8 C -2.89 -2.67 -4.09  0.000
9 C -3.70 -1.59 -4.41  0.000
10 C -3.86 -0.56 -3.50  0.000
11 C -3.22 -0.59 -2.27  -0.006
12 S -3.45 0.89 -1.26  0.009
13 O -2.98 0.51 0.09  -0.012
14 O -4.84 1.24 -1.34  0.002
15 O -2.53 1.86 -1.86  0.000
16 H -3.09 -1.11 0.81  -0.007
17 H -1.63 -3.56 -2.58  0.000
18 H -2.76 -3.49 -4.79  0.000
19 H -4.21 -1.55 -5.36  0.000
20 H -4.50 0.29 -3.73  0.000
21 C 2.66 -4.62 -2.35  0.000
22 C 2.28 -3.94 -3.50  0.000
23 C 1.96 -2.60 -3.43  0.001
24 C 2.03 -1.91 -2.22  -0.007
25 C 2.41 -2.61 -1.07  0.002
26 C 2.72 -3.96 -1.14  0.000
27 Ge 1.57 -0.04 -2.17  -0.002
28 C 2.93 1.08 -1.33  0.003
29 C 4.16 0.55 -0.95  -0.001
30 C 5.12 1.35 -0.36  0.001
31 C 4.86 2.70 -0.13  0.000
32 C 3.64 3.24 -0.51  0.000
33 C 2.68 2.43 -1.11  0.000
34 C 0.99 0.74 -3.87  0.004
35 C 1.72 1.76 -4.49  0.001
36 C 1.26 2.35 -5.65  0.001
37 C 0.04 1.96 -6.20  0.000
38 C -0.70 0.96 -5.59  0.001
39 C -0.23 0.35 -4.43  -0.006
40 H 2.90 -5.68 -2.40  0.000
41 H 2.23 -4.46 -4.45  0.000
42 H 1.66 -2.07 -4.33  0.000
43 H 2.43 -2.11 -0.11  -0.001
44 H 3.00 -4.49 -0.24  0.000
45 H 4.38 -0.50 -1.12  0.000
46 H 6.08 0.93 -0.07  0.000
47 H 5.61 3.32 0.34  0.000
48 H 3.43 4.28 -0.33  0.000
49 H 1.73 2.86 -1.40  0.000
50 H 2.66 2.09 -4.06  0.000
51 H 1.84 3.13 -6.13  0.000
52 H -0.33 2.44 -7.10  0.000
53 H -1.66 0.66 -6.00  0.000
54 H -0.81 -0.45 -3.99  0.001
55 C -1.97 -1.81 4.47  0.003
56 C -2.22 -0.34 4.12  0.150
57 C -1.98 0.54 5.35  0.031
58 C -3.67 -0.19 3.66  0.030
59 Sb -0.87 0.20 2.45  0.559
60 C 1.11 -0.53 2.99  0.058
61 C 2.12 0.20 2.10  -0.020
62 C 1.45 -0.28 4.46  0.038
63 C 1.17 -2.03 2.71  0.018
64 C -0.79 2.40 2.37  0.114
65 C 0.06 2.97 3.50  0.041
66 C -0.20 2.81 1.02  -0.014
67 C -2.22 2.92 2.46  0.031
68 H -2.75 -2.14 5.16  0.003
69 H -1.01 -1.97 4.96  0.002
70 H -2.03 -2.45 3.58  -0.002
71 H -2.62 0.17 6.16  0.013
72 H -2.26 1.57 5.17  0.001
73 H -0.95 0.51 5.70  -0.007
74 H -4.32 -0.44 4.50  -0.001
75 H -3.91 -0.88 2.85  0.003
76 H -3.91 0.82 3.33  -0.004
77 H 2.18 1.27 2.32  0.002
78 H 1.86 0.09 1.04  0.004
79 H 3.11 -0.23 2.25  0.000
80 H 1.40 0.78 4.73  -0.004
81 H 2.48 -0.62 4.64  0.005
82 H 0.81 -0.84 5.14  -0.001
83 H 0.88 -2.28 1.69  0.000
84 H 0.55 -2.61 3.39  -0.001
85 H 2.21 -2.37 2.86  0.000
86 H 1.11 2.67 3.42  -0.002
87 H -0.31 2.69 4.49  -0.006
88 H 0.03 4.06 3.43  0.008
89 H 0.85 2.54 0.93  -0.003
90 H -0.28 3.90 0.93  -0.001
91 H -0.75 2.38 0.18  0.005
92 H -2.68 2.72 3.43  0.000
93 H -2.85 2.51 1.67  -0.002
94 H -2.19 4.01 2.33  0.000

[5]
Formula: C3H6N2O2S
Source: the OMol25 dataset
Level of theory: the ωB97M-V functional and the def2-TZVPD basis

## Properties
Frontier orbital gap in eV: 9.6
SMILES string: N=S1(=N)CCC(=O)O1
HOMO energy in eV: -9.9

Each line ends with the natural charge from an NBO analysis.
Cartesian coordinates (Å):
1 N -1.51 -0.40 1.42  -1.054
2 S -1.00 -0.64 0.03  1.906
3 N -1.83 -1.51 -0.87  -1.047
4 C -0.28 0.97 -0.48  -0.575
5 C 1.04 1.00 0.25  -0.549
6 C 1.76 -0.36 0.05  0.772
7 O 2.96 -0.41 -0.04  -0.596
8 O 0.95 -1.37 0.00  -0.675
9 H -2.05 -1.13 1.85  0.407
10 H -1.45 -1.74 -1.77  0.399
11 H -0.99 1.71 -0.14  0.262
12 H -0.16 0.97 -1.56  0.245
13 H 0.86 1.11 1.32  0.250
14 H 1.70 1.79 -0.08  0.254

[6]
Formula: C4H12NO3
Source: the OMol25 dataset
Level of theory: the ωB97M-V functional and the def2-TZVPD basis

## Properties
Frontier orbital gap in eV: 10.5
HOMO energy in eV: -14.2
Charge: +1

Each line ends with the natural charge from an NBO analysis.
Cartesian coordinates (Å):
1 O 0.87 -1.40 2.51  -0.485
2 C -0.05 -0.97 1.86  0.440
3 C 0.15 0.29 0.98  -0.148
4 C -0.78 0.26 -0.22  -0.443
5 C -1.52 1.55 -0.56  -0.056
6 O -0.68 2.34 -1.39  -0.732
7 N 1.59 0.11 0.52  -0.696
8 H -1.04 -1.47 1.81  0.163
9 H 0.16 1.15 1.65  0.257
10 H -1.58 -0.45 -0.02  0.236
11 H -0.22 -0.15 -1.05  0.228
12 H -1.83 2.04 0.36  0.171
13 H -2.42 1.29 -1.10  0.186
14 H -1.20 2.97 -1.91  0.493
15 H 1.62 -0.54 -0.28  0.466
16 H 2.11 0.97 0.37  0.449
17 H 2.02 -0.43 1.30  0.456
18 H 0.48 -2.15 -2.12  0.491
19 H 1.46 -3.09 -1.43  0.501
20 O 0.88 -2.33 -1.26  -0.976

Respective M values: 74.079; 103.165; 184.559; 983.545; 134.160; 122.144 u.
Respective max |F| values: 3.18; 3.05; 3.46; 0.85; 2.52; 1.58 eV/Å.